{
  "formula": "C35H54N7O6S2",
  "method": "wB97M-V/def2-TZVPD",
  "orbital_gap_ev": 8.157,
  "total_charge": -1,
  "e_tot_ha": -2997.1577,
  "e_lumo_ev": 2.1,
  "multiplicity": 1,
  "elements": ["C", "C", "C", "C", "C", "C", "C", "O", "S", "O", "O", "N", "S", "O", "O", "C", "C", "C", "C", "O", "H", "H", "H", "H", "H", "H", "H", "H", "H", "H", "H", "H", "H", "H", "H", "H", "H", "H", "H", "H", "H", "H", "H", "H", "N", "C", "C", "C", "C", "H", "H", "H", "H", "H", "N", "C", "C", "C", "C", "H", "H", "H", "H", "H", "N", "C", "C", "C", "C", "H", "H", "H", "H", "H", "N", "C", "C", "C", "C", "H", "H", "H", "H", "H", "N", "C", "C", "C", "C", "H", "H", "H", "H", "H", "N", "C", "C", "C", "C", "H", "H", "H", "H", "H"],
  "positions_angstrom": [[-1.981446, -1.897532, -3.437680], [-1.479994, -0.922094, -4.475509], [-0.887335, -1.744595, -5.617177], [-2.647009, -0.014743, -4.939417], [-2.660701, 1.404323, -4.333953], [-1.520953, 2.231657, -4.871017], [-2.805910, 1.454970, -2.821047], [-1.656679, 1.052043, -2.089143], [-0.576928, 2.117725, -1.596380], [-1.120314, 3.412725, -1.765378], [0.580799, 1.832314, -2.320969], [-0.509319, 1.813620, -0.077658], [0.409683, 0.588940, 0.297630], [0.295680, -0.563357, -0.539199], [1.742993, 0.965886, 0.595714], [-0.290745, 0.102832, 1.828802], [-0.559136, 1.233690, 2.799416], [-1.957498, 1.152937, 3.363889], [-2.969290, 1.712019, 2.436769], [-2.599830, 3.046982, 2.147420], [-2.376269, -1.390242, -2.580034], [-2.776404, -2.491745, -3.850497], [-1.193833, -2.525951, -3.073351], [-0.703252, -0.319848, -4.056974], [-1.555062, -2.545118, -5.873925], [0.026749, -2.170062, -5.247553], [-0.659492, -1.129435, -6.472453], [-2.594454, 0.127668, -6.006404], [-3.575482, -0.494287, -4.686411], [-3.577411, 1.871158, -4.681737], [-0.608244, 1.676441, -4.913078], [-1.754244, 2.486766, -5.892800], [-1.380063, 3.152250, -4.338286], [-3.202953, 2.396882, -2.487334], [-3.547996, 0.716203, -2.571013], [-1.188089, -0.450058, 1.618795], [0.390099, -0.607661, 2.251911], [0.136257, 1.190267, 3.615089], [-0.470231, 2.181726, 2.300752], [-2.208924, 0.123969, 3.565389], [-1.999314, 1.690217, 4.294944], [-3.936603, 1.704110, 2.925319], [-3.059650, 1.106094, 1.547196], [-3.154203, 3.385808, 1.433352], [-6.535840, 0.484926, -5.629386], [-7.581278, -0.303710, -5.235173], [-7.738371, -1.288311, -6.172597], [-6.743117, -1.086408, -7.169969], [-6.019325, 0.014426, -6.802815], [-6.195721, 1.287219, -5.132038], [-8.119487, -0.098499, -4.326620], [-8.479951, -2.068334, -6.146363], [-6.577907, -1.682370, -8.050933], [-5.181897, 0.501351, -7.270766], [2.768863, -2.161783, 5.706729], [2.684546, -1.579420, 4.470776], [3.140494, -2.479629, 3.549032], [3.512451, -3.656523, 4.257207], [3.270757, -3.429426, 5.584919], [2.503996, -1.725235, 6.569598], [2.309352, -0.577058, 4.353677], [3.199353, -2.312561, 2.486737], [3.911643, -4.564270, 3.837648], [3.411415, -4.056293, 6.447957], [2.677969, -3.230073, -2.901465], [1.665582, -4.005474, -3.368586], [2.213501, -5.042350, -4.083045], [3.625244, -4.880645, -4.034401], [3.872447, -3.750582, -3.294175], [2.543628, -2.391463, -2.344059], [0.644812, -3.751049, -3.153739], [1.665847, -5.824206, -4.582063], [4.368667, -5.515295, -4.489031], [4.796180, -3.272826, -3.016053], [-2.995468, 4.071497, 5.734836], [-2.209132, 3.787709, 6.811748], [-3.001176, 3.810049, 7.929863], [-4.322239, 4.117631, 7.502843], [-4.282847, 4.268420, 6.142149], [-2.673154, 4.122200, 4.781202], [-1.156710, 3.594235, 6.690028], [-2.674150, 3.625111, 8.939569], [-5.197834, 4.212954, 8.121852], [-5.058339, 4.497230, 5.432697], [1.433666, 3.512513, 8.606225], [2.559607, 4.117571, 9.091698], [3.642689, 3.440714, 8.601141], [3.149625, 2.387078, 7.782504], [1.783920, 2.459570, 7.805809], [0.492004, 3.796996, 8.804925], [2.493653, 4.973361, 9.740159], [4.673967, 3.674731, 8.802094], [3.732166, 1.663366, 7.238275], [1.034260, 1.856764, 7.322846], [7.802999, -3.438982, -3.050842], [7.898769, -2.081093, -2.930907], [9.139983, -1.709277, -3.369935], [9.818509, -2.892576, -3.774807], [8.964997, -3.941617, -3.566708], [6.999215, -3.985478, -2.798374], [7.080326, -1.497937, -2.545452], [9.519356, -0.702374, -3.399299], [10.816510, -2.963301, -4.173013], [9.083975, -4.996682, -3.740138]],
  "forces_ev_per_angstrom": [[0.0294, 0.5012, 0.2818], [-0.8824, -0.2663, -0.7068], [0.0208, 0.6885, 0.6065], [0.8542, 0.5146, 0.7787], [0.0736, -0.2525, 0.1599], [-0.3398, 0.0994, -0.5236], [0.0059, -0.8232, -0.2779], [-0.7319, -0.1982, -0.5236], [-1.3307, 0.3497, 0.9426], [-1.2075, 1.6684, -0.3451], [2.5750, -0.7531, -1.5391], [0.0615, -0.1960, 0.3178], [-0.3847, -0.6677, 1.1156], [-0.4130, -1.1764, -1.2042], [2.0261, 0.9178, 0.4493], [-0.3469, 0.2291, 0.3682], [-0.1806, -0.2313, -0.0383], [0.4330, -0.1460, 0.1638], [-0.5755, 0.3553, -0.0703], [-0.3438, 0.5420, -0.0476], [-0.2004, 0.3737, 0.5845], [-0.3657, -0.5153, -0.2847], [0.4520, -0.5008, 0.1606], [0.5443, 0.4753, 0.3927], [-0.3866, -0.4206, -0.4226], [0.5842, -0.4319, -0.0341], [0.0653, 0.1442, -0.4664], [-0.1080, -0.0951, -0.6077], [-0.6297, -0.3470, -0.0982], [-0.4718, 0.1708, -0.1585], [0.7176, -0.2425, 0.3159], [-0.0617, 0.1731, -0.5770], [0.1998, 0.3767, 0.4228], [0.2640, 0.6806, 0.1692], [-0.4839, -0.4518, 0.3029], [-0.5624, -0.1692, -0.3288], [0.5961, -0.4662, 0.0936], [0.5734, 0.0876, 0.3825], [0.2942, 0.4436, -0.1430], [-0.1851, -0.5035, 0.2785], [-0.1240, 0.2967, 0.5857], [-0.5032, -0.0652, 0.1804], [0.1693, -0.1256, -0.5885], [0.2979, -0.1193, 0.0414], [-0.0172, 0.0208, 0.0320], [0.0120, 0.0503, 0.0012], [0.0268, -0.0288, -0.0476], [-0.0848, -0.0377, 0.0290], [0.0497, 0.0880, -0.0117], [0.0483, -0.0241, 0.0258], [-0.0160, -0.0081, 0.0198], [-0.0093, -0.0235, 0.0041], [0.0077, -0.0203, -0.0158], [0.0369, -0.0195, -0.0128], [-0.0181, -0.0248, 0.0120], [-0.0312, 0.0969, 0.0681], [0.0235, -0.0809, -0.0503], [0.0000, 0.0232, -0.0401], [-0.0040, 0.0352, 0.0434], [-0.0054, 0.0073, 0.0003], [0.0165, 0.0222, -0.0478], [-0.0174, 0.0143, -0.0102], [0.0022, -0.0176, -0.0136], [0.0111, -0.0218, 0.0153], [-0.0831, 0.4601, 0.3693], [-0.1338, -0.1505, -0.1250], [0.0276, 0.0489, 0.0606], [-0.0311, 0.0582, 0.0545], [0.2246, -0.0366, -0.0284], [0.0462, -0.2992, -0.1980], [-0.0906, -0.0229, -0.0117], [-0.0060, 0.0018, 0.0025], [-0.0040, 0.0173, -0.0040], [-0.0037, 0.0460, -0.0529], [0.0566, 0.0086, -0.1895], [0.0652, 0.0109, 0.0052], [-0.0316, 0.0059, 0.0310], [0.0188, -0.0236, 0.0595], [0.0339, 0.0262, -0.0307], [-0.0418, -0.0814, -0.0447], [0.0181, 0.0039, -0.0240], [-0.0108, -0.0173, 0.0237], [-0.0189, -0.0035, 0.0169], [-0.0223, 0.0102, -0.0092], [-0.0599, -0.0096, -0.0146], [-0.0485, -0.0133, 0.0204], [0.0283, -0.0423, -0.0275], [0.0588, 0.0008, 0.0328], [-0.0709, 0.0075, 0.0363], [-0.0041, 0.0251, -0.0202], [0.0105, 0.0212, 0.0125], [0.0258, 0.0071, -0.0065], [0.0182, 0.0043, -0.0330], [-0.0089, -0.0117, -0.0225], [-0.0576, -0.0498, -0.0017], [-0.0423, -0.0233, 0.0358], [0.0655, -0.0104, -0.0350], [0.0113, 0.0666, 0.0009], [-0.0389, -0.0365, 0.0325], [0.0149, 0.0001, -0.0134], [0.0027, 0.0221, 0.0069], [0.0061, 0.0220, -0.0047], [0.0144, 0.0025, -0.0090], [0.0125, -0.0203, -0.0050]]
}

***

{
  "formula": "C35H54O19",
  "method": "wB97M-V/def2-TZVPD",
  "orbital_gap_ev": 9.297,
  "e_tot_ha": -2795.5891,
  "e_above_lowest_kcal_mol": 50.86,
  "e_lumo_ev": 0.1,
  "multiplicity": 1,
  "elements": ["C", "O", "C", "O", "O", "C", "H", "H", "H", "H", "H", "H", "O", "C", "C", "C", "C", "O", "H", "H", "H", "H", "H", "H", "O", "C", "C", "C", "C", "O", "H", "H", "H", "H", "H", "H", "O", "C", "C", "C", "C", "O", "H", "H", "H", "H", "H", "H", "O", "C", "C", "C", "C", "O", "H", "H", "H", "H", "H", "H", "O", "C", "C", "C", "C", "O", "H", "H", "H", "H", "H", "H", "O", "C", "C", "C", "C", "O", "H", "H", "H", "H", "H", "H", "O", "C", "C", "C", "C", "O", "H", "H", "H", "H", "H", "H", "O", "C", "C", "C", "C", "O", "H", "H", "H", "H", "H", "H"],
  "positions_angstrom": [[-2.182051, -1.886290, -4.956884], [-2.496191, -1.678220, -3.617494], [-3.766391, -1.373170, -3.244014], [-4.677531, -0.938950, -3.954784], [-3.909511, -1.622870, -1.916984], [-5.213961, -1.562670, -1.311754], [-3.040241, -2.251270, -5.521164], [-1.240501, -2.384630, -5.187604], [-2.152601, -0.898050, -5.415814], [-5.899771, -0.907280, -1.848624], [-4.985791, -1.158640, -0.325444], [-5.640791, -2.553320, -1.155164], [7.500159, 0.764620, 4.090096], [6.434399, 1.099170, 3.623686], [6.042419, 2.478740, 3.037336], [4.583539, 2.450030, 3.229476], [4.180189, 0.986360, 3.473746], [5.371739, 0.337560, 3.738676], [6.610539, 3.224110, 3.593906], [6.362689, 2.356930, 2.002596], [4.339919, 3.026320, 4.122026], [3.982819, 2.900320, 2.439236], [3.451179, 0.876580, 4.276616], [3.777489, 0.602380, 2.536466], [3.729099, 0.826970, -2.854054], [2.733369, 0.527700, -3.490354], [1.555579, 1.359440, -3.877424], [0.724559, 0.285790, -4.561184], [1.204449, -1.036760, -4.160644], [2.484459, -0.749070, -3.772694], [1.271949, 1.598180, -2.852404], [1.764839, 2.312330, -4.363554], [-0.331631, 0.419130, -4.327124], [0.818249, 0.375950, -5.643404], [0.695889, -1.478720, -3.303814], [1.349969, -1.735300, -4.984634], [-4.154251, -1.902050, 2.089406], [-3.904611, -1.879260, 3.308976], [-4.799191, -1.331410, 4.460536], [-3.980541, -1.776600, 5.668426], [-2.550851, -1.839710, 5.257706], [-2.655091, -2.026060, 3.799586], [-4.952391, -0.261910, 4.316346], [-5.718711, -1.913230, 4.524296], [-4.151231, -1.231260, 6.596636], [-4.320741, -2.798840, 5.833916], [-2.071351, -0.905350, 5.549516], [-1.956191, -2.648630, 5.682116], [2.166289, -2.959500, 2.750326], [2.495059, -2.817900, 1.550566], [2.099469, -3.606350, 0.345016], [2.623829, -2.751020, -0.829394], [3.458529, -1.673100, -0.213624], [3.336329, -1.846110, 1.135176], [2.714909, -4.503420, 0.412836], [1.098039, -3.972270, 0.118436], [3.231739, -3.311140, -1.539884], [1.997169, -2.186930, -1.520194], [4.498219, -1.609800, -0.534784], [3.052109, -0.702060, -0.496464], [5.814929, 4.419820, 0.001056], [4.559959, 4.453230, -0.138134], [3.598019, 3.387130, -0.602074], [2.316999, 4.138580, -0.267134], [2.582579, 5.636220, -0.360574], [3.974799, 5.671700, -0.132644], [3.612479, 3.205810, -1.676794], [3.741539, 2.466720, -0.036094], [1.477219, 3.763170, -0.851884], [2.072169, 4.001760, 0.786166], [2.352619, 6.003580, -1.360704], [2.001249, 6.158040, 0.399596], [-2.818051, 2.713560, 2.225126], [-2.453691, 3.695290, 1.616126], [-1.489691, 3.874710, 0.415536], [-1.717301, 5.280610, -0.076664], [-2.398801, 5.930850, 1.117186], [-3.055351, 4.862970, 1.882516], [-0.512301, 3.775020, 0.887616], [-1.417791, 3.124910, -0.372334], [-0.805051, 5.835780, -0.295014], [-2.411721, 5.351980, -0.913804], [-1.692951, 6.515360, 1.707296], [-3.143551, 6.585640, 0.664756], [-0.385431, -3.955610, -2.442104], [-1.417831, -4.383480, -1.908224], [-2.332901, -5.349900, -2.474284], [-3.372411, -5.507650, -1.390214], [-3.065441, -4.407780, -0.336594], [-1.764581, -3.961150, -0.678494], [-2.684951, -4.980640, -3.437514], [-1.693581, -6.220640, -2.619804], [-4.357201, -5.296910, -1.807194], [-3.327881, -6.534020, -1.025964], [-3.782961, -3.587380, -0.322494], [-3.032051, -4.819900, 0.671946], [1.563089, 1.057480, 1.102266], [0.733149, 0.280060, 0.564076], [-0.342351, -0.496970, 1.218206], [-1.441021, -0.520530, 0.100416], [-0.638631, -0.463700, -1.151134], [0.589249, 0.262660, -0.768204], [0.102039, -1.491220, 1.263756], [-0.801271, -0.116430, 2.130716], [-2.031511, -1.436650, 0.087876], [-2.116151, 0.333130, 0.160016], [-0.370181, -1.480770, -1.436794], [-1.206561, 0.086070, -1.901674]],
  "forces_ev_per_angstrom": [[-1.2175, 1.8745, -2.3016], [-0.6831, -0.5405, 2.3351], [-1.9616, 0.4062, -0.7774], [2.3616, -1.0745, 1.0720], [0.7976, -0.2789, -1.3184], [0.2668, 0.7401, 0.5289], [0.0652, -0.9422, 0.2573], [-0.2642, -0.3023, 0.8959], [0.6053, 0.2963, -0.1575], [0.1836, -0.1572, -0.1016], [-0.3089, 0.0403, 0.0233], [0.1366, -0.0910, -0.4274], [-0.4763, 0.1707, -0.9143], [1.7009, 1.2620, 1.5030], [1.5678, -2.0041, -0.0002], [-1.9423, 1.1190, 0.7550], [-0.8457, 1.1711, -1.6891], [0.0699, -2.0205, 0.7399], [-0.1190, 0.0854, -0.4602], [0.0285, 0.7351, -0.1896], [-0.0466, 0.1016, 0.1169], [0.1118, -0.0906, -0.1648], [0.2221, -0.1990, 0.0090], [-0.3145, -0.3537, 0.2126], [-1.1203, 0.0318, -1.0967], [2.2687, 0.4400, 1.2907], [0.5300, -0.6274, 0.8441], [-2.8375, 2.2769, -1.4560], [-0.0109, -0.8986, 0.0532], [3.2748, -0.8205, 1.1863], [-0.9554, 0.2099, 0.0328], [0.0720, -0.4213, -0.3124], [-0.1411, -0.0173, -0.1742], [-0.0100, 0.2253, -0.0619], [-0.3160, -0.2388, -0.2689], [-0.7832, -0.2114, 0.0491], [0.6685, -0.5995, 3.2981], [-0.3545, 2.1258, -1.9469], [0.6064, -1.4265, -0.3249], [-1.0787, -0.6906, 0.9306], [-0.1460, 0.3967, -0.7851], [0.5027, -0.3686, -0.0082], [-0.0307, -0.1112, -0.0110], [-0.2954, 0.6268, -0.4951], [0.0316, 0.1228, -0.1464], [0.0150, -0.1077, 0.3582], [0.3556, 0.1412, -0.8139], [-0.2314, -0.1015, -0.2419], [1.1571, 0.4014, -3.8437], [-1.3512, 0.3904, 3.1939], [0.3232, -0.2034, -1.7995], [0.6468, -0.3874, -1.6732], [0.2813, 1.0176, -1.5650], [0.1478, 0.0449, 3.5450], [0.0633, -0.1836, -0.0579], [-0.2416, 0.4049, 0.9008], [0.0094, -0.4168, 0.2223], [-1.1882, -0.7125, 0.4478], [0.1684, -0.4668, 0.2952], [-0.0115, 0.2182, 0.2552], [-4.5380, -0.4593, 0.0323], [5.4785, 0.5666, -1.3458], [-0.4730, 1.0321, 0.9330], [-1.5305, -0.8801, 0.7124], [-0.1715, -1.5278, -0.8777], [0.3823, 0.8008, 0.7393], [0.7057, -0.0626, 0.0658], [-0.1513, 0.0043, -0.2588], [-0.1495, 0.2273, 0.0263], [-0.0987, -0.5689, 0.0706], [0.1422, 0.3927, 0.0121], [0.3838, 0.3255, -0.0570], [1.1399, 0.4826, -0.7767], [-1.5428, -1.4911, -0.6204], [0.8905, -0.4397, 0.8216], [-0.0832, 0.1453, 0.3970], [-0.6781, 0.1702, -0.5210], [1.0819, 1.7632, -0.5552], [0.3444, 0.2080, 0.0769], [-0.8015, -0.2984, 0.3096], [-0.0025, -0.1986, -0.2726], [0.2696, -0.3206, -0.1817], [-0.2415, -0.2704, 0.4503], [-0.3047, 0.1169, 0.8698], [-1.9353, -0.8121, 1.1190], [3.7756, 2.8361, -0.6194], [-0.2187, -0.4856, -0.1305], [-1.1511, 0.0573, -0.2016], [-0.2488, -1.3215, 0.2075], [0.3591, 0.3809, -0.3038], [-0.0269, -0.1535, 0.0314], [-0.3635, -0.2565, -0.2940], [-0.1330, -0.4145, 0.1203], [-0.2741, 0.2541, 0.3949], [0.2656, 0.0307, -0.2326], [0.0838, 0.0747, -0.0093], [-1.9956, -2.6624, -1.6731], [1.7304, 4.3307, 1.8908], [-1.4460, -0.6191, -1.2320], [0.0157, -0.4588, 0.9276], [0.4789, 0.0292, 0.3938], [-0.2281, -0.3238, -0.8969], [-0.3660, -0.3665, 0.7377], [0.8904, -0.1363, 0.1567], [-0.0754, 0.1482, 0.3188], [0.0504, 0.0527, 0.3319], [0.1229, 0.1512, -0.4630], [0.6807, -0.0640, -0.3919]]
}